No. 1
Below is an isolated ion of composition C4H7O3S and charge -1 in a non-equilibrium geometry, with properties calculated with ωB97M-V/def2-TZVPD.

Geometry as XYZ:
```
15
Properties=species:S:1:pos:R:3:forces:R:3:mulliken_charge:R:1
C 2.05920 -0.13223 0.18730 -1.0 0.3 -0.5 0.5910
C -1.86426 -0.35978 -0.01474 -2.4 2.5 1.5 -1.4680
C 0.60963 -0.64619 0.46980 -1.0 0.4 -2.7 -0.8210
C -0.49726 0.28589 -0.21726 -1.6 -1.4 0.6 0.7264
O 2.30811 0.25786 -0.99731 -0.4 -0.4 0.4 -0.7802
O 2.75078 -0.04871 1.19208 1.1 -0.1 0.7 -0.6956
O -0.32519 0.30712 -1.59805 -0.5 0.0 0.5 -0.5495
S -0.48317 2.00857 0.46364 -2.3 -0.5 0.4 -0.2876
H -2.71623 -0.00309 -0.72302 1.8 -0.3 1.0 0.2847
H -2.24306 -0.15148 1.04030 0.4 -0.2 -1.1 0.3240
H -1.81091 -1.40056 -0.06583 0.3 -1.7 -0.5 0.3928
H 0.37256 -1.64040 0.00557 0.6 0.6 0.3 0.3384
H 0.46132 -0.70081 1.50588 -0.3 0.0 1.4 0.2721
H 0.61956 0.25887 -1.51354 2.6 0.2 -1.8 0.5453
H 0.75892 1.96496 0.26518 2.8 0.6 -0.2 0.1272
```
Forces are in eV/Å.

The calculation puts the orbital gap at 8.19 eV. The net charge is -1. The calculation puts the strongest force on any atom at 3.796 eV/Å. As for the HOMO energy: -4.772 eV. For the total energy, the calculation gives -21240.7371 eV. The calculation puts the molar mass at 135.164 u.

No. 2
Below is C2H7N2OP as an isolated structure in a non-equilibrium geometry, with properties calculated with ωB97M-V/def2-TZVPD.

Geometry as XYZ:
```
13
Properties=species:S:1:pos:R:3:forces:R:3:mulliken_charge:R:1
C 0.01563 0.86071 0.06664 4.2 -0.1 1.2 0.5796
C -2.14668 -0.17195 0.09334 -0.3 -1.4 -1.7 -0.9791
N -0.76720 -0.18619 0.39861 1.2 -0.1 -0.8 -0.1681
N 1.64553 0.32074 0.72317 -4.1 0.4 -1.4 -0.4580
O -0.05141 1.94417 -0.44026 -0.8 -1.8 0.9 -0.4662
P 2.69129 -0.51369 -0.23443 2.0 2.4 -2.0 -0.0115
H -2.25713 0.57859 -0.60337 -1.0 2.6 -0.7 0.3972
H -2.56410 -0.96556 -0.53657 0.8 -0.8 0.4 0.3392
H -2.69829 -0.17097 0.96531 -1.5 0.7 1.6 0.2881
H -0.31144 -1.08216 0.32033 0.5 0.2 0.7 0.2723
H 2.05955 0.99276 1.30166 0.4 1.4 0.7 0.2536
H 2.42231 -0.01806 -1.69925 0.3 -0.6 1.8 0.0053
H 1.96196 -1.58838 -0.35516 -1.6 -2.7 -0.7 -0.0524
```
Forces are in eV/Å.

The calculation puts the orbital gap at 9.39 eV. The net charge is 0. The calculation puts the strongest force on any atom at 4.382 eV/Å. As for the HOMO energy: -8.687 eV. For the total energy, the calculation gives -16501.8411 eV. The calculation puts the molar mass at 106.065 u.

No. 3
Below is one molecule with the formula C20H20N2O2S2 in a non-equilibrium geometry, with properties calculated with ωB97M-V/def2-TZVPD.

Geometry as XYZ:
```
46
Properties=species:S:1:pos:R:3:forces:R:3:mulliken_charge:R:1
C -8.10849 -0.10923 1.60055 0.2 0.0 -0.4 -1.0305
C -7.94441 -0.56730 0.15414 -0.3 -0.1 0.3 -0.4188
O -7.03775 0.23782 -0.57245 0.1 0.1 -0.1 -0.4517
C -5.69913 0.12398 -0.36017 0.3 0.2 -0.1 0.7364
C -4.91917 1.07116 -1.02344 -0.3 -0.1 0.1 -0.5729
C -3.55054 1.02238 -0.87758 0.2 -0.3 0.2 0.7981
C -2.92565 0.04151 -0.07486 -0.9 0.3 -0.3 -0.5764
C -3.71392 -0.89976 0.57216 0.2 0.2 -0.1 -1.0656
C -5.08562 -0.85479 0.42947 -0.3 -0.1 0.0 -0.1194
H -5.67706 -1.59885 0.93839 -0.1 0.0 0.0 0.3355
H -3.24503 -1.65624 1.18048 0.0 -0.1 0.1 0.4404
N -1.56504 0.13424 -0.01328 0.8 -0.1 0.1 -0.3300
C -1.12575 1.10445 -0.72040 -0.5 0.0 0.0 0.4283
S 0.53757 1.55479 -0.86719 0.6 0.0 0.0 -0.3082
C 1.34160 0.17537 0.02808 -0.2 0.3 -0.2 -0.7910
H 1.93817 0.59726 0.83404 -0.1 -0.1 0.0 0.5697
H 0.51443 -0.42236 0.41324 0.2 0.0 0.0 0.4570
C 2.14758 -0.68001 -0.93109 -0.4 0.1 0.1 0.6533
O 1.60265 -1.53036 -1.60524 -0.2 -0.1 0.0 -0.6410
N 3.49664 -0.49355 -0.97124 0.4 -0.2 -0.3 0.0777
C 4.24450 0.46073 -0.25845 0.2 0.4 0.3 0.2547
C 3.85210 1.79734 -0.21669 0.1 0.0 0.0 -0.5265
C 4.59325 2.72775 0.48486 -0.1 0.0 0.0 -0.7273
C 5.75293 2.34000 1.13479 0.1 0.0 0.0 -0.6225
C 6.17608 1.02756 1.04596 -0.1 0.1 -0.1 -0.6752
C 5.44446 0.07485 0.34818 -0.1 0.0 0.0 0.5740
C 5.99501 -1.32154 0.22385 -0.1 -0.2 0.0 -0.8455
C 5.03216 -2.28090 -0.47138 0.1 0.1 -0.1 -0.7531
C 4.30259 -1.53687 -1.58464 0.0 -0.5 -0.1 -0.8896
H 5.01508 -1.07891 -2.27659 0.0 0.0 0.0 0.3598
H 3.63032 -2.19537 -2.13572 0.1 0.2 0.0 0.4150
H 4.29026 -2.65478 0.23747 0.0 -0.1 0.0 0.2985
H 5.57382 -3.13571 -0.87665 0.0 0.0 0.0 0.3973
H 6.92426 -1.25890 -0.35215 0.0 0.0 0.0 0.3759
H 6.25896 -1.70046 1.21387 0.1 0.0 0.0 0.4318
H 7.09715 0.72558 1.52393 0.1 0.0 0.1 0.4169
H 6.33462 3.06033 1.68931 0.1 0.1 0.0 0.3827
H 4.26893 3.75659 0.51201 0.0 0.1 0.0 0.4214
H 2.97355 2.11290 -0.75742 0.0 0.1 -0.1 0.7195
S -2.34212 2.06890 -1.57330 0.1 -0.4 0.3 -0.2707
H -5.40005 1.81678 -1.63449 -0.1 0.1 -0.1 0.4284
H -8.89120 -0.45138 -0.38072 0.1 -0.1 0.1 0.3165
H -7.65170 -1.62342 0.10800 0.0 0.1 -0.1 0.3342
H -7.16916 -0.18702 2.14265 0.0 0.0 0.1 0.3405
H -8.85511 -0.72297 2.09689 -0.1 -0.1 0.1 0.3545
H -8.43177 0.92843 1.62281 0.0 0.1 0.0 0.2980
```
Forces are in eV/Å.

The calculation puts the orbital gap at 8.58 eV. The net charge is 0. The calculation puts the strongest force on any atom at 1.045 eV/Å. As for the HOMO energy: -7.806 eV. For the total energy, the calculation gives -49811.0651 eV. The calculation puts the molar mass at 384.526 u.

No. 4
Below is C36H40P2Tc as an isolated structure in a non-equilibrium geometry, with properties calculated with ωB97M-V/def2-TZVPD.

Geometry as XYZ:
```
79
Properties=species:S:1:pos:R:3:forces:R:3:lowdin_spin:R:1
Tc 0.02045 0.39114 2.46403 -1.0 3.6 5.7 1.8183
C -1.73159 0.82307 -3.86134 0.3 1.1 -0.4 0.1401
C -1.71357 -0.46862 -3.49730 0.0 -1.2 -0.1 0.1526
C -0.96208 -1.57830 -4.18964 0.1 0.2 0.1 0.0253
C 0.41549 -1.17146 -4.74040 0.4 -0.1 -0.2 0.0296
C 1.24881 -0.33356 -3.80263 -0.5 -3.1 -0.3 0.2287
C 1.25769 0.99799 -3.75174 -0.1 3.0 -0.5 0.2343
C 0.44947 1.94255 -4.59576 -0.6 -0.5 0.1 0.0338
C -0.95175 1.42415 -4.99649 0.0 0.3 -0.3 0.0217
C 1.44087 0.26921 4.08539 0.6 -0.9 0.2 -0.0672
H -2.43031 1.51499 -3.38484 0.2 -0.3 0.1 0.0042
H -2.42424 -0.81094 -2.75077 -0.1 0.2 0.0 0.0044
H -1.58755 -1.92023 -5.02417 0.0 -0.2 0.1 0.0038
H -0.83912 -2.44626 -3.51921 -0.1 0.4 -0.2 0.0077
H 0.97287 -2.08446 -4.98434 -0.1 0.2 0.1 -0.0010
H 0.28728 -0.63433 -5.69581 0.2 -0.2 0.3 0.0138
H 1.96942 -0.91554 -3.21599 -0.1 0.5 -0.1 0.0041
H 2.04498 1.50418 -3.20354 0.0 -0.2 0.1 0.0063
H 1.02989 2.13450 -5.50938 0.2 0.2 0.1 0.0113
H 0.33410 2.91902 -4.09498 0.2 -0.4 -0.1 0.0118
H -1.51895 2.27590 -5.39758 0.2 -0.2 0.1 -0.0009
H -0.85295 0.70752 -5.83089 -0.2 0.3 0.3 0.0117
H 1.15099 1.18492 4.65628 -0.2 -0.4 -0.5 -0.0037
H 2.53476 0.33246 3.90330 -0.7 -0.2 -0.2 -0.0064
H 1.27335 -0.60525 4.75094 0.0 0.5 -0.4 0.0083
P -1.46169 -0.64895 1.15359 -0.8 -0.9 -0.6 -0.0102
P 1.74810 0.01656 1.10384 1.4 -0.4 -0.3 0.0627
C -0.47472 -0.82287 -0.34961 1.4 -0.1 -0.8 -0.0099
C 0.87714 -0.62738 -0.33569 -1.0 -0.6 -1.0 0.0069
C -2.44138 -2.16085 1.42479 0.5 -0.4 0.0 -0.0007
C -2.80658 -2.97127 0.34075 -0.1 0.1 0.0 -0.0009
C -3.55470 -4.12765 0.55300 0.0 0.1 0.3 0.0002
C -3.90965 -4.49613 1.85734 0.1 0.2 0.1 -0.0004
C -3.50547 -3.72034 2.95095 0.1 0.3 -0.3 0.0001
C -2.76116 -2.55565 2.73688 -0.1 0.1 -0.3 0.0007
C -2.67669 0.70629 0.82520 0.5 0.0 0.2 0.0058
C -2.20447 2.02793 0.85775 -0.2 0.1 0.0 0.0167
C -3.10013 3.09524 0.69311 0.2 -0.4 0.0 0.0025
C -4.46020 2.82913 0.48585 0.2 -0.2 0.1 0.0011
C -4.93483 1.50926 0.48898 0.3 0.4 0.0 0.0020
C -4.04274 0.45517 0.67517 0.0 -0.2 -0.1 0.0001
C 3.21333 -0.99987 1.42864 0.1 -0.2 0.2 -0.0032
C 3.02731 -2.26040 2.02895 0.1 0.2 -0.2 0.0022
C 4.13397 -3.07342 2.29049 -0.2 0.1 -0.1 0.0003
C 5.42001 -2.61850 1.96801 -0.2 0.1 0.0 0.0008
C 5.60431 -1.33826 1.42892 0.0 -0.4 0.2 -0.0003
C 4.50644 -0.52350 1.17908 -0.3 -0.1 -0.2 -0.0003
C 2.35227 1.72483 0.76386 -0.5 -0.2 -0.4 0.0406
C 2.49667 2.66413 1.80111 0.0 -0.2 -0.3 0.0168
C 2.93929 3.95750 1.50700 0.0 -0.2 0.0 -0.0011
C 3.21437 4.31512 0.18661 0.0 -0.2 -0.2 0.0101
C 3.01719 3.39434 -0.85497 -0.1 0.0 0.4 0.0029
C 2.56971 2.10603 -0.56127 0.2 0.3 0.0 0.0137
H -0.97675 -1.06117 -1.28638 0.3 -0.3 0.1 -0.0012
H 1.48525 -0.92172 -1.19396 -0.3 0.2 -0.2 0.0031
H -2.51015 -2.68013 -0.67199 -0.2 -0.2 0.3 0.0000
H -3.86845 -4.74271 -0.28912 0.1 0.1 0.2 0.0000
H -4.50338 -5.39220 2.03418 0.2 0.2 -0.1 0.0000
H -3.77227 -4.00453 3.97045 0.1 0.0 -0.4 0.0000
H -2.43188 -1.92760 3.56575 -0.2 -0.3 -0.2 0.0005
H -1.13104 2.22291 1.04206 -0.4 0.1 -0.3 0.0127
H -2.72936 4.12179 0.72912 -0.2 -0.3 0.0 0.0000
H -5.14741 3.66230 0.33427 0.2 -0.3 0.1 0.0001
H -5.99568 1.31401 0.34512 0.2 0.0 0.1 0.0001
H -4.40298 -0.57458 0.70636 0.0 0.3 0.0 0.0000
H 2.01143 -2.58312 2.28505 0.4 0.0 -0.1 0.0022
H 3.98514 -4.06145 2.74209 0.1 0.5 -0.2 0.0000
H 6.27902 -3.26364 2.15756 -0.2 0.2 -0.1 0.0001
H 6.60819 -0.98051 1.20509 -0.2 -0.1 0.1 -0.0001
H 4.63543 0.48103 0.78260 0.1 -0.2 0.0 0.0000
H 2.25583 2.37155 2.82346 0.2 0.2 -0.2 0.0010
H 3.07971 4.67500 2.31969 -0.1 -0.2 -0.3 -0.0003
H 3.58489 5.31691 -0.03317 -0.1 -0.3 0.0 0.0005
H 3.22029 3.68408 -1.88448 0.0 0.0 0.2 0.0001
H 2.38594 1.38009 -1.35461 0.2 0.2 0.3 0.0015
C -1.39771 0.36923 4.06572 -0.8 -0.2 0.2 0.0861
H -1.36024 -0.50341 4.75463 0.1 0.6 -0.4 0.0095
H -2.45626 0.52461 3.77502 0.4 0.0 0.3 0.0112
H -1.05160 1.26412 4.63402 -0.2 -0.4 -0.3 0.0208
```
Forces are in eV/Å.

The calculation puts the orbital gap (spin up / spin down) at 6.49 / 2.63 eV. The net charge is +2. Its expectation value of S² is 3.86. The calculation puts the strongest force on any atom at 6.812 eV/Å. As for the HOMO energy (spin up / spin down): -12.957 / -13.092 eV. For the total energy, the calculation gives -58735.0757 eV. The calculation puts the molar mass at 632.664 u. Its multiplicity is 4.

No. 5
Below is a 2-piece molecular cluster, C6H4Br2IN3O overall in a non-equilibrium geometry, with properties calculated with ωB97M-V/def2-TZVPD.

Geometry as XYZ:
```
17
Properties=species:S:1:pos:R:3:forces:R:3:mulliken_charge:R:1
C 3.39078 1.66443 -0.38296 0.5 -0.3 0.1 -0.2905
C 1.88570 0.00795 -0.67640 -4.5 -0.5 0.6 0.6857
C 4.34687 0.68013 -0.14102 -0.2 0.1 -0.1 0.2318
C 2.83692 -0.98198 -0.51555 0.4 0.5 0.0 0.0020
C -0.36250 -0.92832 0.77700 -0.1 0.1 -0.1 0.7705
C -0.16604 -0.32672 -0.58576 4.4 0.8 -0.8 -0.8572
N 2.15154 1.26956 -0.61245 -0.3 0.1 -0.2 -0.3370
N 4.06803 -0.60364 -0.23194 0.2 -0.3 0.0 -0.4925
N -1.65400 -1.01438 1.14958 -0.5 -0.2 0.2 -0.3534
O 0.56162 -1.33039 1.44553 0.1 -0.1 0.2 -0.5800
Br 6.10513 1.13641 0.36729 0.0 0.1 0.0 -0.1484
Br 2.48970 -2.80773 -0.70929 -0.1 0.0 -0.1 -0.1121
I -1.02677 1.55544 -0.95198 0.0 -0.3 0.0 0.1499
H 3.59950 2.72362 -0.35927 0.1 0.0 0.0 0.4505
H -0.32449 -1.01250 -1.40885 -0.2 0.0 0.0 0.4548
H -2.39843 -0.64641 0.58013 0.1 0.0 0.1 0.1746
H -1.87482 -1.43454 2.03754 0.0 0.0 0.0 0.2513
```
Forces are in eV/Å.

The calculation puts the orbital gap at 9.60 eV. The net charge is 0. The calculation puts the strongest force on any atom at 4.598 eV/Å. As for the HOMO energy: -9.472 eV. For the total energy, the calculation gives -160988.5585 eV. The calculation puts the molar mass at 420.830 u.